[1]
98
Properties=species:S:1:pos:R:3 method="wB97M-V/def2-TZVPD" s2=0.965 multiplicity=2 homo_ev="-7.6 / -7.6" gap_ev="7.02 / 7.05" e_above_lowest_kj_mol=0.0 charge=0
H -0.63 -2.03 5.22
C -1.08 1.06 -0.20
C -3.20 1.02 2.92
C -2.23 -0.02 2.96
C -0.62 -1.47 1.88
H 2.15 1.49 -7.11
C -3.04 -0.36 -0.25
C 1.58 -0.92 -4.79
C 0.22 -4.63 0.94
C -3.91 -1.31 0.35
H -3.97 1.21 6.21
C 4.14 0.10 2.86
C 1.82 -0.19 -3.64
C 0.60 5.40 -1.14
S 0.39 1.75 0.60
H -0.65 2.15 -2.02
C 2.27 1.73 -4.98
C -0.37 7.65 -0.59
H 1.44 3.45 -1.51
H 1.14 -4.47 1.49
C -2.55 -0.14 5.38
C -1.89 -0.60 4.20
H 0.51 -2.79 3.17
C 2.17 1.14 -3.73
C -2.09 -5.03 -0.56
H -2.98 -5.18 -1.16
O 2.79 3.64 -6.17
C 0.78 4.05 -0.88
H -5.67 -2.48 0.14
O 2.66 3.80 -4.03
O 1.91 -0.03 -1.31
S 0.26 -1.93 0.38
C 2.06 1.03 -6.14
O 2.05 0.48 3.60
O 1.18 -2.25 -7.13
H 3.98 0.94 4.80
H -6.18 -1.65 -2.14
H -2.29 -0.59 6.33
C -5.01 -1.76 -0.33
C -0.86 5.57 0.76
H -4.53 2.25 4.03
O 5.01 -0.51 -0.49
O 0.14 1.68 2.08
C -0.37 -3.58 0.25
H -0.68 7.83 -1.62
C 6.50 -0.51 1.91
C -0.27 -2.03 3.13
C -3.48 0.86 5.31
H -3.69 -1.68 1.34
C -1.54 -6.10 0.14
C -3.80 1.45 4.07
Co 2.54 -0.15 0.59
H 5.65 0.70 4.24
C -0.89 -1.61 4.26
H -1.50 6.17 1.41
C 1.71 -0.30 -6.02
H 0.58 8.16 -0.44
C -1.33 1.46 -1.53
C -1.56 -0.46 1.79
O 1.23 -1.98 -2.23
C 4.64 0.29 4.25
N 1.46 -1.08 -7.25
H -1.85 -7.99 -0.83
H 1.27 0.84 3.13
O 1.53 -0.49 -8.31
N 4.45 -0.25 0.60
C -2.16 -7.46 0.07
C 5.04 -0.22 1.76
C -0.22 6.18 -0.32
H 0.08 -6.71 1.41
H -2.61 1.29 -3.22
H -1.16 3.75 1.89
C 1.66 -0.84 -2.28
H -4.66 -0.05 -3.24
H -3.45 1.47 1.97
C -3.31 0.08 -1.57
O 1.71 -2.05 0.85
N 2.90 0.20 2.55
N 2.61 3.17 -5.07
C -1.50 -3.77 -0.52
H 1.30 -1.96 -4.72
C -4.46 -0.40 -2.24
C -5.29 -1.29 -1.63
H -1.11 8.11 0.08
C -0.69 4.22 1.04
H 7.09 0.41 2.04
H -1.88 -8.07 0.93
C -2.42 0.99 -2.20
H 1.10 5.86 -1.98
H 6.85 -1.01 1.01
H 4.67 -0.68 4.77
H -3.25 -7.39 0.05
H 2.37 1.71 -2.84
C 0.12 3.48 0.20
H -1.92 -2.94 -1.09
H 6.68 -1.15 2.78
C -0.37 -5.88 0.88
C -1.88 0.14 0.44


[2]
97
Properties=species:S:1:pos:R:3 method="wB97M-V/def2-TZVPD" homo_ev="-17.2 / -17.2" gap_ev="3.36 / 5.07" e_above_lowest_kj_mol=88.7 charge=+4
C 8.50 -1.55 1.80
H -0.35 1.38 5.32
C -3.73 -1.82 5.40
C -4.97 2.51 -2.24
N 0.69 -3.49 1.15
C 4.31 -0.03 0.46
C 2.41 2.99 -5.57
H 9.61 -2.95 2.99
N -3.56 2.75 -2.18
C -4.53 -2.68 3.18
C -1.99 4.55 -2.59
C -5.37 1.31 -3.10
H 1.06 -2.58 0.83
C 2.95 0.07 0.37
H -5.43 3.35 -2.68
H -6.22 -3.94 2.83
N 7.15 -1.70 2.16
C -0.93 0.52 3.47
C 9.67 0.07 0.41
C -5.65 1.52 -4.44
H 2.49 0.48 -0.52
C 1.94 2.03 -4.68
C -3.58 -1.78 2.59
C 10.86 -1.34 2.05
C 10.85 -0.30 1.09
H -3.87 4.15 -3.69
C -5.40 -3.42 2.37
H -5.66 -3.99 0.38
N 7.18 -0.19 0.49
N -1.74 -0.21 2.73
C 2.78 -0.95 2.35
Sn -1.47 -0.53 0.41
H 0.98 1.63 -2.81
S -4.95 -3.32 6.87
H -5.59 2.50 -4.93
C -3.04 3.63 -3.22
H 1.66 5.79 -3.70
C 4.97 -0.72 1.48
H 4.54 -1.65 3.36
C -5.15 -3.34 0.99
C -1.38 2.61 -1.17
C 2.32 4.35 -5.21
C 4.13 -1.28 2.43
H -0.13 1.08 2.99
H 4.88 0.43 -0.36
H -1.45 5.18 -3.33
C 8.50 -0.56 0.78
C 9.67 -2.07 2.36
C 1.38 2.39 -3.49
H -5.29 2.36 -1.15
H -5.69 -1.97 -3.01
H 2.88 2.81 -6.52
H 9.68 0.78 -0.38
C -6.22 0.49 -5.22
C -2.80 2.20 -1.23
H 1.17 -4.82 -0.47
H -2.20 -0.13 6.67
C -1.93 -0.12 5.59
H 6.85 -1.97 3.08
C 0.62 -4.67 0.45
H 2.13 -1.40 3.11
N -3.85 -2.11 6.73
H -4.14 -2.36 -0.58
H -5.33 -0.12 -1.55
C -6.23 -0.78 -4.69
C -5.71 -1.01 -3.44
C -5.42 0.02 -2.60
S -0.31 1.81 -0.05
H -6.64 0.71 -6.22
N 2.15 -0.37 1.32
C -0.97 0.62 4.91
H 11.73 0.30 0.85
N -3.42 -1.69 1.23
H 0.82 3.67 -1.04
H 11.76 -1.68 2.60
C -2.70 -0.95 3.36
N -0.98 3.67 -1.88
C 0.39 4.13 -1.90
H -6.63 -1.61 -5.22
H 0.34 5.23 -1.80
H 1.91 1.00 -5.02
H -0.31 -6.59 1.13
H -2.31 5.22 -1.74
C 1.22 3.73 -3.12
C -0.04 -5.56 1.29
H 2.57 5.05 -5.95
C -4.70 -2.58 4.64
C 1.67 4.71 -4.01
H -2.66 3.05 -4.12
N -5.46 -3.37 5.31
N 0.06 -3.51 2.32
S -3.41 1.07 -0.12
H -0.95 -5.08 3.29
C -2.75 -0.95 4.79
C -0.43 -4.77 2.39
C 6.42 -0.88 1.32
C -4.23 -2.45 0.49


[3]
91
Properties=species:S:1:pos:R:3 method="wB97M-V/def2-TZVPD" homo_ev=-15.6 gap_ev=6.10 e_above_lowest_kj_mol=20.0 charge=+3
C -2.66 4.21 -1.94
C 3.34 0.77 -1.19
H 2.27 -4.86 -0.66
H -3.28 7.46 -1.26
C 1.26 4.47 0.83
C -3.61 -0.16 2.89
C -3.24 4.11 -3.21
H -4.30 7.30 -3.50
H -3.20 -0.28 -1.26
C -2.33 0.33 2.62
H -0.85 -4.16 2.67
C 4.39 1.39 -0.58
H 1.53 1.33 1.89
C 1.01 0.85 -2.17
H 3.12 -1.73 5.09
Zr -0.47 0.46 0.09
C 0.56 -3.64 -0.24
C -3.36 -2.10 -0.09
C -4.52 2.03 2.41
H -1.39 -0.67 -3.96
H 0.16 -1.13 -1.88
C 0.10 -0.17 -2.40
H -0.20 -0.21 7.32
H 2.11 -1.08 7.23
C -1.42 -4.10 -1.57
C 1.89 0.94 -0.91
H 6.30 -0.52 -2.57
H 1.82 -1.53 2.99
H -0.67 1.55 -5.17
C 5.51 -0.01 -2.03
C 5.64 0.94 -1.06
H -2.22 5.48 -0.24
H 1.03 3.74 2.84
C -2.06 3.07 -1.36
H -3.75 -1.19 3.17
H 4.28 2.15 0.19
H -2.45 -3.90 -1.83
H -7.08 -2.06 -1.11
H -2.58 -3.75 2.58
P -0.84 -0.67 2.47
C -0.66 0.03 -3.59
C -5.19 -1.05 -1.26
H -5.38 2.68 2.35
C -3.86 -1.06 -0.88
C 1.59 2.21 -0.10
C -2.16 1.66 2.22
H -4.28 5.17 -4.75
H -5.69 0.33 3.02
H -3.22 3.16 -3.74
N -1.26 -2.21 1.95
C 1.38 -1.24 3.94
H -3.83 -3.98 0.87
H 1.06 -3.08 0.54
S 1.56 3.81 -0.72
C -0.72 -5.09 -2.25
C 1.24 -4.64 -0.92
S 3.88 -0.37 -2.37
N -1.57 2.14 -0.89
H -1.57 -3.06 3.85
C -6.04 -2.07 -0.83
C 0.07 -0.76 4.00
H 1.13 -6.14 -2.44
O 1.35 -0.11 -0.05
C -1.58 -3.37 2.81
C 1.53 -0.98 6.32
H 6.60 1.31 -0.71
C -0.51 -0.38 5.21
H -1.52 0.00 5.25
C -3.27 6.52 -1.80
H -3.12 3.55 1.84
C -5.54 -3.11 -0.05
P -1.61 -2.04 0.30
C -0.78 -3.38 -0.56
H -1.22 -5.66 -3.02
C -4.69 0.70 2.80
H -5.58 -0.25 -1.88
H 1.18 5.54 0.94
C 2.11 -1.36 5.11
C -3.83 5.22 -3.77
C -3.25 2.51 2.12
S 0.95 2.01 -3.41
C -2.67 5.42 -1.22
C -4.20 -3.14 0.31
C -3.84 6.42 -3.06
C -0.30 1.17 -4.23
C 1.39 2.21 1.27
C 1.18 3.52 1.80
C 0.60 -5.36 -1.92
H -1.15 2.08 2.09
C 0.24 -0.50 6.37
H -6.20 -3.91 0.26


[4]
94
Properties=species:S:1:pos:R:3 method="wB97M-V/def2-TZVPD" s2=8.809 multiplicity=6 homo_ev="-7.0 / -7.3" gap_ev="7.31 / 5.73" e_above_lowest_kj_mol=330.9 charge=0
H -2.82 -1.69 -6.24
H -1.31 6.39 -0.77
H -5.28 -0.98 -2.65
C -0.88 5.40 -0.74
H -6.09 -1.99 1.90
C -0.70 -2.86 -3.76
C -1.42 -2.67 -5.05
Cl -6.50 -2.49 -0.89
H -0.97 -3.12 -5.92
C 0.05 5.02 -1.69
H -3.31 -3.85 -3.66
C -2.61 -2.45 -2.09
H 1.36 3.47 -2.37
O -1.96 -1.56 0.02
C -5.07 -1.78 -0.04
H 7.50 0.88 1.99
H -3.88 -5.71 -2.09
H 3.11 1.16 5.77
H 0.17 -3.51 -3.91
N -4.38 -0.80 -2.22
C 2.46 1.16 -1.48
C -3.65 -4.71 -1.74
C -3.88 -2.93 -0.02
C 4.53 0.79 -3.31
C 3.23 0.94 -3.76
C 6.12 -0.68 2.50
H 0.85 1.17 2.00
H 1.36 0.31 7.27
H 5.33 0.63 -4.02
C -0.69 3.26 0.31
C -0.58 2.01 5.10
Ir -0.17 -0.78 -0.99
P 0.99 1.20 -0.41
Cl -2.64 1.26 -1.11
H -4.82 -4.91 -0.01
O 1.07 -2.56 -0.71
C 2.20 1.12 -2.86
H 0.13 3.13 3.42
C 6.51 0.64 2.34
H 6.81 -1.48 2.26
C -4.84 -0.26 1.89
C 4.34 1.37 3.10
C 2.28 2.73 1.56
H -1.01 0.85 6.84
C 2.07 1.39 5.57
H 2.39 0.56 1.41
H -1.98 4.82 1.00
H 3.03 2.96 0.80
C 0.27 2.87 -0.63
C -3.94 0.55 1.17
C -3.30 -1.38 -2.89
C 3.96 0.05 3.26
C 0.62 3.76 -1.64
H 5.81 0.68 -1.60
S 0.02 -1.18 -3.41
H 4.01 0.97 0.01
H -3.43 1.37 1.65
H -0.56 -5.14 -1.84
H -1.07 -4.04 -0.54
H 1.18 1.20 -3.20
H 5.92 2.70 2.52
C 4.79 0.81 -1.96
C 4.85 -0.98 2.96
C 3.77 0.99 -1.04
H 4.54 -2.00 3.08
C -1.47 -3.34 -2.55
C 0.41 2.48 4.25
H -0.97 2.56 1.09
H 3.00 0.88 -4.82
C 5.62 1.66 2.64
N -2.73 -2.39 -0.67
C -3.25 -1.19 -4.23
C -1.25 4.52 0.26
H -1.62 2.27 4.92
H 2.97 -0.20 3.63
H -5.07 0.01 2.91
C -4.19 -4.27 -0.60
C -0.62 -4.09 -1.53
C -3.74 0.30 -0.18
C 1.08 0.91 6.42
As 3.16 2.92 3.34
H -3.96 -0.47 -4.60
C 0.87 -3.60 -1.41
O 1.72 -4.28 -1.94
C -2.92 -3.82 -2.65
C -2.48 -1.86 -5.23
H -3.63 -3.03 1.04
H 0.33 5.70 -2.48
C -0.24 1.22 6.18
H 1.52 3.52 1.49
C 1.66 1.37 1.30
C 1.74 2.16 4.46
C -5.42 -1.35 1.33
C -4.45 -0.68 -0.84


[5]
91
Properties=species:S:1:pos:R:3 method="wB97M-V/def2-TZVPD" homo_ev=-7.1 gap_ev=7.33 e_above_lowest_kj_mol=6.7 charge=0
C -0.15 -1.27 -1.41
H -4.00 1.05 -4.85
H 4.15 3.02 -3.80
H -5.34 -2.77 5.74
C 0.38 4.17 1.32
H -2.50 -0.78 -0.17
C 4.39 0.05 2.66
C 0.71 -3.08 -4.09
H 0.62 3.93 -0.80
H 5.52 2.28 -1.87
C -3.03 -0.40 6.45
C -4.11 -1.25 6.63
C 0.51 3.43 0.15
C -2.88 1.31 -0.40
C 2.87 -1.84 1.30
H 0.17 -2.78 3.59
C 3.82 2.20 -3.17
C 0.24 3.52 2.54
C 2.96 0.09 -1.59
C -2.06 0.51 -4.13
C -3.19 2.60 1.61
F 0.57 -4.28 1.53
P -1.92 -1.22 2.59
H -2.88 1.58 3.46
H 0.12 1.62 3.53
H -0.04 -1.62 4.92
H -1.71 4.20 -3.08
C 0.15 -3.80 0.33
H 4.75 0.40 -0.46
C -2.98 2.73 -3.99
P 0.48 -0.44 1.47
Mo -0.78 -1.87 0.08
H -3.79 3.42 -4.16
H 2.02 1.90 -4.30
C 0.35 -1.74 3.91
C -2.59 0.20 0.38
F 1.02 -4.32 -0.56
C -2.57 0.28 1.78
H -2.86 1.23 -1.48
C 0.84 -3.65 -6.43
C 3.03 0.27 2.45
C -3.81 -2.10 4.40
Ge 0.48 -0.39 -3.01
C 4.16 0.73 -1.30
H 0.54 -0.31 -6.03
H 0.60 1.46 -0.71
C -0.88 0.93 -3.52
C 4.98 -1.12 2.19
C -4.50 -2.10 5.60
C 0.62 -1.35 -5.76
C 4.58 1.78 -2.09
C 0.50 2.04 0.21
H 2.62 -0.73 -0.97
H 0.74 -2.00 -7.80
H -2.16 -0.53 -4.43
H 4.68 -2.97 1.14
H -3.39 3.39 -0.38
C -1.81 3.17 -3.38
H -4.64 -1.26 7.57
H 6.04 -1.29 2.35
C -2.74 -1.23 4.21
C 0.82 -4.04 -5.09
C -3.10 1.40 -4.37
H 0.13 2.63 -2.67
H 0.39 5.25 1.28
C -3.17 2.51 0.22
H 2.28 -2.56 0.76
C -2.89 1.49 2.38
C 0.23 2.13 2.59
C 2.26 -0.68 1.78
H 0.13 4.09 3.45
H 4.98 0.79 3.18
C 2.17 0.51 -2.66
H -3.43 3.54 2.09
H -1.49 0.27 5.11
H 1.42 -1.58 3.93
C 0.61 -1.73 -4.41
H 0.92 -4.40 -7.21
H -2.71 0.26 7.25
H 0.89 -5.09 -4.83
H 0.69 -3.39 -3.05
C 0.37 1.38 1.42
N -0.28 -0.76 3.01
F -1.06 -4.50 0.10
C -2.34 -0.39 5.25
C 2.61 1.56 -3.46
C 4.22 -2.06 1.51
H 2.59 1.19 2.79
C 0.74 -2.31 -6.76
H -4.11 -2.77 3.60
C -0.77 2.27 -3.15